{"formula": "C26H24Cl2F6GeMoNO9S2", "method": "ωB97M-V/def2-TZVPD", "e_lumo_ev": [1.05, 1.05], "orbital_gap_ev": [6.985, 6.987], "e_above_lowest_ev": 5.453, "e_tot_ev": -168655.64916, "charge": -1, "homo_ev": [-5.9, -5.9], "mol_weight_g_mol": 912.05, "species": ["Mo", "C", "C", "C", "O", "C", "O", "O", "H", "H", "H", "H", "H", "H", "H", "F", "C", "F", "F", "S", "O", "O", "N", "S", "O", "O", "C", "F", "F", "F", "C", "Ge", "C", "C", "C", "C", "C", "C", "C", "C", "C", "C", "C", "C", "C", "C", "C", "C", "C", "C", "H", "H", "H", "H", "H", "H", "H", "H", "H", "H", "H", "H", "H", "H", "H", "O", "O", "Cl", "C", "Cl", "H", "H"], "coordinates": [[1.45, -0.10, 0.72], [1.60, 2.86, 3.67], [0.58, 2.55, 2.57], [-0.79, 3.18, 2.88], [0.44, 1.12, 2.54], [1.02, 3.22, 1.24], [1.49, 4.33, 1.26], [2.78, 1.21, 0.72], [1.23, 2.47, 4.61], [1.74, 3.94, 3.74], [2.55, 2.39, 3.43], [-1.20, 2.75, 3.80], [-1.49, 3.01, 2.06], [-0.67, 4.25, 3.02], [-0.45, 0.92, 2.19], [6.69, -0.13, 2.12], [5.48, -0.72, 2.13], [5.60, -1.84, 1.38], [5.30, -1.16, 3.40], [4.00, 0.38, 1.51], [3.09, -0.81, 1.76], [4.21, 1.35, 2.57], [4.77, 0.29, 0.06], [3.72, 0.14, -1.05], [2.66, -0.88, -0.78], [3.33, 1.17, -1.95], [4.75, -1.01, -2.15], [4.26, -1.13, -3.40], [6.03, -0.66, -2.28], [4.72, -2.25, -1.64], [-0.27, -0.85, 0.48], [-1.84, -0.69, -0.63], [-1.15, -1.15, -2.43], [-1.70, -2.10, -3.28], [-1.14, -2.35, -4.52], [-0.01, -1.66, -4.92], [0.57, -0.73, -4.07], [0.00, -0.49, -2.83], [-2.50, 1.19, -0.56], [-3.25, 1.62, 0.53], [-3.69, 2.93, 0.63], [-3.35, 3.84, -0.36], [-2.58, 3.43, -1.44], [-2.17, 2.11, -1.54], [-3.48, -1.66, 0.02], [-4.52, -2.06, -0.81], [-5.66, -2.63, -0.29], [-5.81, -2.78, 1.08], [-4.79, -2.36, 1.92], [-3.64, -1.81, 1.39], [-2.57, -2.66, -2.97], [-1.59, -3.08, -5.19], [0.43, -1.86, -5.89], [1.46, -0.19, -4.36], [0.47, 0.22, -2.16], [-3.53, 0.91, 1.29], [-4.27, 3.25, 1.48], [-3.69, 4.86, -0.29], [-2.30, 4.14, -2.20], [-1.58, 1.79, -2.39], [-4.43, -1.92, -1.88], [-6.45, -2.96, -0.95], [-6.71, -3.20, 1.49], [-4.90, -2.46, 2.99], [-2.84, -1.49, 2.05], [0.21, 1.36, 0.02], [0.71, 2.70, 0.07], [4.10, -4.59, 1.04], [2.73, -4.50, -0.05], [1.56, -3.22, 0.45], [2.21, -5.46, -0.03], [3.10, -4.25, -1.04]], "lowdin_charge": [1.6620, 0.0057, -0.4701, 0.0144, -0.0945, -0.4751, 0.1343, -0.5742, 0.0927, 0.0929, 0.0652, 0.0964, 0.0698, 0.1012, 0.0815, 0.0970, -0.6330, 0.0470, 0.0867, 0.5136, -0.4572, -0.2808, -0.2659, 0.6123, -0.4894, -0.2499, -0.6263, 0.1113, 0.1341, 0.1057, -0.3597, 0.9546, -0.2580, -0.1113, -0.0988, -0.0912, -0.0689, -0.1198, -0.2673, -0.1271, -0.1140, -0.0967, -0.0779, -0.1049, -0.2644, -0.1116, -0.0956, -0.1014, -0.0933, -0.1334, 0.0820, 0.0966, 0.0981, 0.1064, 0.0758, 0.0892, 0.1014, 0.0973, 0.1028, 0.0979, 0.0894, 0.0977, 0.0964, 0.0996, 0.0937, -0.3729, 0.0097, 0.5444, -0.9599, 0.5527, 0.0182, 0.0170]}